{"formula": "C21H61N3O8", "method": "ωB97M-V/def2-TZVPD", "smiles": "COC[C@H](C)N.COC[C@H](C)N.COC[C@H](C)N.CCO.CCO.CCO.CCO.CO", "e_tot_ha": -1602.7113, "homo_energy_ha": -0.3297, "gap_ev": 9.4, "elements": ["C", "O", "C", "C", "C", "N", "H", "H", "H", "H", "H", "H", "H", "H", "H", "H", "H", "C", "O", "C", "C", "C", "N", "H", "H", "H", "H", "H", "H", "H", "H", "H", "H", "H", "C", "O", "C", "C", "C", "N", "H", "H", "H", "H", "H", "H", "H", "H", "H", "H", "H", "C", "C", "O", "H", "H", "H", "H", "H", "H", "C", "C", "O", "H", "H", "H", "H", "H", "H", "C", "C", "O", "H", "H", "H", "H", "H", "H", "C", "C", "O", "H", "H", "H", "H", "H", "H", "C", "O", "H", "H", "H", "H"], "positions_angstrom": [[0.932, -0.694, -1.991], [0.267, -0.677, -0.751], [0.095, -1.912, -0.103], [-0.128, -1.818, 1.416], [0.651, -0.738, 2.198], [0.047, -3.149, 1.964], [0.244, -0.493, -2.818], [1.556, -1.586, -2.091], [1.600, 0.170, -2.040], [-0.762, -2.429, -0.548], [0.933, -2.606, -0.254], [-1.168, -1.518, 1.587], [0.840, -1.138, 3.194], [0.101, 0.198, 2.246], [1.654, -0.562, 1.792], [-0.196, -3.155, 2.951], [1.016, -3.438, 1.895], [-3.425, 3.833, -1.895], [-2.989, 3.003, -2.944], [-3.957, 2.118, -3.446], [-4.251, 0.943, -2.536], [-2.982, 0.241, -1.975], [-5.035, -0.064, -3.272], [-2.683, 4.595, -1.677], [-3.793, 3.353, -0.985], [-4.299, 4.419, -2.220], [-4.888, 2.640, -3.692], [-3.515, 1.724, -4.364], [-4.812, 1.150, -1.621], [-3.328, -0.630, -1.418], [-2.410, 0.861, -1.282], [-2.319, -0.065, -2.788], [-5.252, -0.849, -2.673], [-4.485, -0.450, -4.034], [4.540, 5.618, -1.496], [3.887, 4.856, -0.531], [2.702, 4.248, -0.999], [2.298, 2.977, -0.266], [3.384, 1.922, -0.467], [1.018, 2.577, -0.918], [5.450, 6.035, -1.064], [3.952, 6.439, -1.922], [4.897, 4.995, -2.329], [1.942, 5.044, -0.919], [2.692, 4.121, -2.092], [2.085, 3.034, 0.801], [3.363, 1.067, 0.212], [4.386, 2.358, -0.382], [3.397, 1.487, -1.473], [1.368, 2.467, -1.874], [0.723, 1.614, -0.763], [-1.746, -5.279, 0.102], [-2.782, -6.422, 0.030], [-2.793, -6.758, -1.356], [-0.750, -5.579, -0.207], [-1.713, -4.834, 1.099], [-2.089, -4.424, -0.483], [-3.791, -6.081, 0.285], [-2.516, -7.201, 0.749], [-2.979, -7.689, -1.515], [4.120, 0.446, -6.491], [3.869, 1.008, -5.102], [2.688, 0.463, -4.566], [3.175, 0.523, -7.026], [4.422, -0.603, -6.455], [4.907, 1.009, -6.995], [3.763, 2.090, -5.227], [4.692, 0.962, -4.378], [2.648, -0.493, -4.517], [-0.840, -1.911, 7.256], [-1.265, -2.113, 5.824], [-0.307, -2.960, 5.155], [-0.098, -1.122, 7.391], [-0.563, -2.776, 7.857], [-1.713, -1.538, 7.811], [-1.284, -1.192, 5.234], [-2.222, -2.627, 5.736], [0.577, -2.702, 5.458], [-2.797, 1.954, 1.882], [-1.453, 2.710, 2.001], [-1.657, 3.925, 2.721], [-3.057, 1.687, 2.911], [-2.639, 1.018, 1.345], [-3.622, 2.571, 1.535], [-0.940, 2.887, 1.053], [-0.739, 2.080, 2.537], [-1.275, 3.803, 3.592], [2.873, -3.094, 3.994], [2.383, -2.152, 4.962], [2.148, -3.875, 3.778], [2.994, -2.507, 3.077], [3.848, -3.522, 4.226], [3.182, -1.817, 5.380]]}


{"formula": "C57H75O3P3S2SbSiTi", "method": "ωB97M-V/def2-TZVPD", "s_squared": 0.763, "spin_multiplicity": 2, "e_tot_ha": -5642.3871, "homo_energy_ha": [-0.2843, -0.2792], "gap_ev": [7.5, 7.5], "elements": ["Ti", "C", "C", "C", "P", "C", "C", "C", "C", "C", "C", "C", "C", "C", "Si", "C", "C", "C", "C", "C", "C", "P", "C", "C", "C", "C", "C", "C", "C", "C", "C", "C", "C", "C", "P", "C", "C", "C", "C", "C", "C", "H", "H", "H", "H", "H", "H", "H", "H", "H", "H", "H", "H", "H", "H", "H", "H", "H", "H", "H", "H", "H", "H", "H", "H", "H", "H", "H", "H", "H", "H", "H", "H", "H", "H", "H", "H", "H", "H", "H", "H", "H", "H", "H", "H", "H", "H", "H", "H", "H", "H", "H", "H", "H", "H", "C", "C", "C", "C", "C", "C", "C", "Sb", "C", "C", "C", "C", "C", "C", "C", "C", "C", "C", "C", "C", "C", "C", "H", "H", "H", "H", "H", "H", "H", "H", "H", "H", "H", "H", "H", "H", "H", "H", "H", "H", "H", "H", "H", "O", "S", "O", "O", "S"], "positions_angstrom": [[0.547, 1.031, -0.728], [3.516, -2.992, -2.445], [2.473, -2.215, -1.643], [2.760, -2.326, -0.154], [2.109, -0.457, -2.191], [3.740, 0.091, -2.871], [4.763, 0.344, -1.759], [3.694, 1.271, -3.838], [1.090, -0.794, -3.684], [1.707, -1.175, -4.877], [0.958, -1.552, -5.979], [-0.426, -1.575, -5.893], [-1.039, -1.192, -4.713], [-0.308, -0.763, -3.600], [-1.229, -0.118, -2.069], [-2.608, -1.436, -1.766], [-3.881, -1.162, -2.289], [-4.961, -2.013, -2.116], [-4.804, -3.187, -1.398], [-3.554, -3.501, -0.895], [-2.455, -2.658, -1.078], [-0.799, -3.252, -0.560], [-0.763, -4.749, -1.698], [-0.820, -4.339, -3.165], [0.421, -5.685, -1.463], [-1.080, -4.129, 1.068], [-1.989, -3.388, 2.050], [0.272, -4.339, 1.764], [-2.124, 1.509, -2.621], [-2.669, 1.628, -3.903], [-3.277, 2.791, -4.350], [-3.341, 3.898, -3.523], [-2.788, 3.828, -2.257], [-2.182, 2.660, -1.806], [-1.547, 2.535, -0.104], [-3.127, 2.204, 0.825], [-4.284, 3.165, 0.542], [-3.629, 0.794, 0.528], [-0.887, 4.164, 0.572], [-1.716, 4.904, 1.627], [-0.398, 5.171, -0.473], [3.539, -4.025, -2.089], [4.522, -2.588, -2.316], [3.288, -3.022, -3.511], [1.502, -2.682, -1.820], [3.685, -1.823, 0.131], [2.865, -3.377, 0.131], [1.941, -1.910, 0.437], [4.072, -0.779, -3.437], [4.654, 1.358, -1.372], [5.775, 0.258, -2.161], [4.688, -0.349, -0.921], [3.525, 2.213, -3.324], [2.913, 1.172, -4.594], [4.659, 1.338, -4.350], [2.784, -1.165, -4.967], [1.455, -1.832, -6.899], [-1.022, -1.882, -6.743], [-2.120, -1.243, -4.650], [-4.043, -0.238, -2.828], [-5.925, -1.752, -2.535], [-5.640, -3.858, -1.244], [-3.427, -4.436, -0.361], [-1.685, -5.296, -1.468], [0.073, -3.794, -3.475], [-1.681, -3.707, -3.379], [-0.894, -5.232, -3.790], [1.372, -5.153, -1.527], [0.429, -6.458, -2.235], [0.374, -6.192, -0.501], [-1.524, -5.104, 0.838], [-1.447, -2.562, 2.512], [-2.281, -4.059, 2.861], [-2.898, -2.994, 1.596], [0.685, -3.374, 2.067], [1.015, -4.830, 1.142], [0.142, -4.936, 2.670], [-2.591, 0.800, -4.594], [-3.679, 2.837, -5.354], [-3.787, 4.821, -3.871], [-2.807, 4.705, -1.623], [-2.857, 2.274, 1.880], [-4.621, 3.074, -0.491], [-4.064, 4.209, 0.738], [-5.119, 2.877, 1.188], [-2.856, 0.029, 0.589], [-4.425, 0.530, 1.228], [-4.045, 0.756, -0.478], [-0.008, 3.786, 1.108], [-2.503, 5.501, 1.168], [-1.052, 5.602, 2.143], [-2.158, 4.254, 2.380], [-1.235, 5.743, -0.874], [0.124, 4.713, -1.313], [0.278, 5.880, 0.010], [3.468, -1.791, 3.016], [2.412, -1.803, 4.085], [2.610, -2.606, 5.204], [1.654, -2.707, 6.203], [0.477, -1.989, 6.097], [0.265, -1.172, 4.994], [1.222, -1.065, 3.987], [0.910, 0.303, 2.353], [2.487, 1.629, 2.940], [2.953, 1.654, 4.252], [4.004, 2.482, 4.614], [4.602, 3.291, 3.658], [4.156, 3.258, 2.347], [3.104, 2.424, 1.973], [2.691, 2.368, 0.528], [-0.888, 1.103, 3.186], [-1.940, 0.222, 2.944], [-3.165, 0.352, 3.581], [-3.359, 1.420, 4.442], [-2.335, 2.336, 4.645], [-1.085, 2.191, 4.046], [-0.018, 3.209, 4.349], [4.428, -2.117, 3.416], [3.615, -0.799, 2.583], [3.198, -2.473, 2.210], [3.533, -3.167, 5.287], [1.835, -3.341, 7.062], [-0.279, -2.054, 6.869], [-0.656, -0.611, 4.942], [2.493, 1.024, 5.004], [4.352, 2.497, 5.639], [5.420, 3.945, 3.932], [4.628, 3.882, 1.598], [3.143, 3.147, -0.080], [1.603, 2.519, 0.428], [2.979, 1.407, 0.086], [-1.804, -0.596, 2.245], [-3.957, -0.360, 3.390], [-4.309, 1.554, 4.942], [-2.503, 3.186, 5.296], [-0.465, 4.114, 4.758], [0.557, 3.481, 3.462], [0.693, 2.827, 5.084], [-0.377, 4.123, -4.132], [0.725, 3.226, -4.355], [1.999, 3.824, -4.655], [0.431, 1.974, -5.001], [1.165, 2.606, -2.243]]}


Listing energy relative to the best compared isomer or geometry (same formula, charge and spin) for the structures above in their given order: 181.9 254.6 kJ/mol.